{
  "formula": "C24H43N8O3SSbTeTl",
  "method": "wB97M-V/def2-TZVPD",
  "homo_energy_ev": -9.25,
  "e_above_lowest_kj_mol": 35.95,
  "total_charge": 1,
  "lumo_ha": -0.1040,
  "symbols": ["Tl", "Te", "Sb", "S", "O", "O", "O", "N", "N", "N", "N", "N", "N", "N", "N", "C", "C", "C", "C", "C", "C", "C", "C", "C", "C", "C", "C", "C", "C", "C", "C", "C", "C", "C", "C", "C", "C", "C", "C", "H", "H", "H", "H", "H", "H", "H", "H", "H", "H", "H", "H", "H", "H", "H", "H", "H", "H", "H", "H", "H", "H", "H", "H", "H", "H", "H", "H", "H", "H", "H", "H", "H", "H", "H", "H", "H", "H", "H", "H", "H", "H", "H"],
  "positions_angstrom": [[-0.811, -0.042, -0.218], [-3.335, -0.020, 0.506], [0.262, -3.011, -0.326], [0.922, 3.196, 0.738], [-0.039, 2.306, -0.018], [2.044, -0.093, -0.842], [3.618, -0.092, 0.626], [-0.372, 0.121, -2.568], [-0.550, 5.775, -2.478], [-0.635, -0.061, 2.845], [2.900, 0.277, 3.087], [1.423, -0.016, 1.226], [2.431, -0.064, 0.322], [0.635, 0.146, 3.356], [-0.199, 3.679, -3.535], [1.435, -3.420, -2.078], [1.586, 1.943, -5.175], [4.194, 2.882, 0.320], [1.719, 3.256, -4.970], [1.699, 0.129, 2.533], [-1.940, -4.849, -1.357], [-0.885, -4.816, -0.256], [1.663, -3.370, 1.274], [0.547, 6.239, -3.070], [0.510, 0.922, -3.153], [-2.461, 4.136, 1.181], [2.017, 3.895, -0.522], [-1.210, 4.400, 2.009], [0.632, 1.013, -4.538], [2.373, -4.618, -2.015], [-1.095, -0.648, -4.692], [0.920, 4.140, -4.103], [3.208, 3.002, -0.833], [-0.168, 0.179, -5.307], [-1.181, -0.637, -3.318], [1.329, 5.456, -3.899], [-0.869, 4.513, -2.755], [0.019, 4.698, 1.149], [1.986, -4.829, 1.573], [2.996, 0.344, 4.085], [-1.002, 3.552, 2.672], [-1.916, -1.231, -2.784], [2.823, -4.807, -2.991], [0.781, 0.319, 4.340], [-1.770, 4.123, -2.293], [-0.256, 5.196, 0.217], [-0.186, -5.648, -0.345], [3.187, -4.447, -1.310], [4.572, 3.863, 0.617], [-1.370, 5.257, 2.666], [2.569, -2.806, 1.040], [2.218, 5.851, -4.371], [5.048, 2.267, 0.039], [2.490, 3.766, -5.535], [-1.486, -4.790, -2.348], [-1.345, -4.878, 0.731], [-1.752, -1.282, -5.270], [2.238, 1.497, -5.919], [3.711, 0.219, 2.491], [2.854, 2.014, -1.145], [-2.643, -4.020, -1.259], [1.217, -2.895, 2.152], [0.754, 5.315, 1.672], [0.698, -3.542, -2.877], [-2.515, -5.775, -1.319], [-2.721, 5.021, 0.596], [1.364, 4.012, -1.391], [1.856, -5.531, -1.714], [2.652, -4.909, 2.434], [3.712, 3.418, -1.710], [0.812, 7.271, -2.865], [2.475, -5.320, 0.732], [1.134, 1.518, -2.497], [-1.225, 0.761, 2.894], [-3.308, 3.895, 1.822], [1.085, -5.398, 1.807], [-0.085, 0.197, -6.387], [-1.094, -0.863, 3.254], [-2.318, 3.297, 0.501], [2.327, 4.887, -0.185], [3.730, 2.428, 1.199], [1.981, -2.503, -2.301]],
  "forces_ev_per_a": [[-0.1, -0.1, 0.2], [-0.1, 0.0, 0.0], [0.2, 0.1, -0.1], [0.1, 0.1, 0.1], [0.0, 0.0, -0.3], [0.0, -0.2, 0.1], [-0.1, -0.1, 0.0], [0.2, 0.0, 0.0], [0.0, 0.0, 0.1], [0.0, 0.0, 0.0], [0.0, 0.0, 0.0], [0.1, 0.0, 0.1], [0.0, -0.1, 0.1], [0.0, 0.0, 0.0], [0.0, 0.0, 0.0], [-0.1, 0.0, -0.1], [0.0, 0.1, 0.0], [0.1, 0.1, 0.0], [0.0, -0.1, -0.1], [0.0, -0.1, -0.1], [0.0, 0.0, 0.0], [0.0, 0.0, 0.0], [0.0, 0.0, 0.0], [0.0, 0.0, 0.0], [-0.1, 0.0, -0.1], [0.0, 0.0, 0.0], [-0.2, 0.0, -0.1], [0.0, 0.0, 0.0], [0.0, 0.0, 0.1], [0.0, 0.0, 0.1], [-0.1, -0.1, 0.0], [0.0, 0.0, 0.0], [0.0, -0.1, -0.1], [0.1, 0.0, 0.0], [0.0, 0.1, 0.0], [0.0, 0.0, 0.0], [-0.1, 0.0, 0.0], [0.0, 0.0, 0.0], [0.0, -0.1, 0.0], [0.0, 0.0, 0.0], [0.0, 0.0, 0.0], [0.0, 0.0, 0.0], [0.0, 0.0, 0.0], [0.0, 0.0, 0.0], [0.0, 0.0, 0.0], [0.0, 0.0, -0.1], [0.0, 0.0, 0.0], [0.0, 0.0, 0.0], [0.0, 0.0, 0.0], [0.0, 0.0, 0.0], [0.0, 0.0, 0.0], [0.0, 0.0, 0.0], [0.0, 0.0, 0.0], [0.0, 0.0, 0.0], [0.0, 0.0, 0.0], [0.0, 0.0, 0.0], [0.0, 0.0, 0.0], [0.0, 0.0, 0.0], [0.0, 0.0, 0.0], [0.1, 0.1, 0.0], [0.0, 0.0, 0.0], [0.0, 0.0, 0.0], [0.0, 0.0, 0.0], [0.0, 0.0, 0.0], [0.0, 0.0, 0.0], [0.0, 0.0, 0.0], [0.0, 0.0, 0.1], [0.0, 0.0, 0.0], [0.0, 0.0, 0.0], [0.0, 0.0, 0.0], [0.0, 0.0, 0.0], [0.0, 0.0, 0.0], [-0.1, -0.1, -0.1], [0.0, 0.0, 0.0], [0.0, 0.0, 0.0], [0.0, 0.0, 0.0], [0.0, 0.0, 0.0], [0.0, 0.0, 0.0], [0.0, 0.0, 0.0], [0.0, 0.0, 0.1], [0.0, 0.1, 0.0], [0.0, 0.0, 0.0]]
}

{
  "formula": "C19H64N6O13",
  "method": "wB97M-V/def2-TZVPD",
  "homo_energy_ev": -8.29,
  "e_above_lowest_kj_mol": 259.70,
  "total_charge": 0,
  "lumo_ha": -0.0109,
  "symbols": ["O", "O", "O", "O", "O", "O", "O", "O", "O", "O", "O", "O", "O", "N", "N", "N", "N", "N", "N", "C", "C", "C", "C", "C", "C", "C", "C", "C", "C", "C", "C", "C", "C", "C", "C", "C", "C", "C", "H", "H", "H", "H", "H", "H", "H", "H", "H", "H", "H", "H", "H", "H", "H", "H", "H", "H", "H", "H", "H", "H", "H", "H", "H", "H", "H", "H", "H", "H", "H", "H", "H", "H", "H", "H", "H", "H", "H", "H", "H", "H", "H", "H", "H", "H", "H", "H", "H", "H", "H", "H", "H", "H", "H", "H", "H", "H", "H", "H", "H", "H", "H", "H"],
  "positions_angstrom": [[-1.534, -2.962, 3.817], [1.742, 1.861, -4.935], [-2.554, 0.518, 1.792], [-1.244, 4.548, 0.137], [-1.320, 1.030, -3.841], [1.598, 1.346, 3.169], [-4.696, -0.529, -0.131], [-3.748, 4.056, -1.551], [3.683, -2.494, 2.914], [1.771, -0.957, -0.785], [3.321, -2.878, 0.147], [4.777, 1.984, -2.102], [-0.233, -5.039, -2.024], [-2.975, 2.302, -0.142], [1.963, 0.119, -3.365], [-4.674, 0.666, 2.876], [-4.877, 1.986, -1.084], [-3.423, -0.862, 3.533], [1.943, 2.071, -2.582], [1.190, 0.073, -0.018], [3.190, -1.198, 3.224], [-3.563, 0.059, 2.635], [-0.303, -2.339, 3.364], [1.828, 1.369, -3.632], [-0.079, -3.722, -1.706], [0.134, 5.054, 0.277], [2.494, 2.258, 3.707], [-3.863, 2.794, -0.941], [-0.311, -2.969, -3.033], [3.655, -4.259, 0.126], [4.447, 1.105, -0.989], [-2.582, 0.595, -3.359], [0.023, -2.939, 1.939], [4.185, 1.911, 0.256], [-3.172, -0.491, -4.280], [-4.010, -1.779, -0.265], [-0.215, 0.217, -0.627], [0.961, 4.071, 1.079], [-1.398, -2.877, -3.255], [-3.324, 1.487, -3.234], [-0.016, -1.956, -2.834], [-1.619, 5.038, -0.626], [2.219, 3.248, 3.381], [2.084, -1.278, 3.564], [1.832, 3.086, -2.762], [-0.862, -3.456, -0.958], [3.247, 2.465, 0.135], [-4.737, 1.611, 2.412], [0.908, -3.549, -1.421], [-0.152, -1.270, 3.466], [3.925, 2.110, -2.485], [-3.507, -1.918, 0.698], [-0.776, -0.685, -0.293], [-2.448, 0.210, -2.357], [-3.982, -0.806, 4.429], [1.912, -0.275, -2.435], [0.454, 5.102, -0.761], [5.381, 0.526, -0.766], [-3.755, -1.214, -3.878], [-2.551, -1.464, 3.587], [1.719, -0.426, -4.170], [-1.230, -3.833, 4.127], [3.081, -0.652, 2.297], [-1.128, -5.182, -2.373], [-3.252, -1.798, -1.031], [4.993, 2.582, 0.457], [-5.047, 0.755, 3.864], [0.121, -4.055, 1.857], [-4.809, 1.009, -0.741], [2.083, -1.694, -0.205], [0.904, -2.360, 1.640], [2.023, 1.695, -1.633], [-2.075, 2.863, -0.043], [-3.740, -0.047, -5.122], [1.805, 1.013, -0.057], [-0.221, 0.564, -1.685], [4.476, -4.559, 0.712], [1.974, 4.382, 1.184], [0.873, 3.101, 0.661], [0.691, 1.730, 3.323], [-0.884, -2.740, 1.231], [-5.193, -0.620, 0.668], [0.510, 3.975, 2.047], [4.013, 1.323, 1.173], [4.027, -2.404, -0.321], [-1.028, 1.691, -3.165], [3.655, 0.346, -1.204], [3.545, 2.183, 3.436], [-5.602, 2.267, -1.824], [0.419, -2.769, 4.019], [-0.627, 0.972, 0.021], [-2.299, -0.967, -4.744], [0.273, -3.224, -3.926], [2.705, -4.743, 0.449], [3.724, -0.751, 4.046], [-4.689, -2.664, -0.473], [3.736, -4.619, -0.847], [1.104, -0.171, 1.057], [0.109, 6.001, 0.801], [-3.026, 1.519, 0.457], [2.535, 2.361, 4.771], [3.365, -2.756, 2.069]],
  "forces_ev_per_a": [[0.3, 0.5, 0.3], [0.2, -2.1, 6.7], [-4.9, -3.1, 3.6], [1.2, 0.9, 0.0], [0.0, 0.7, 0.9], [-1.6, -0.3, 0.1], [0.4, -1.1, -1.1], [-0.5, -5.9, 2.6], [0.8, 0.3, 1.9], [1.2, -1.2, 1.0], [1.1, 0.3, -0.2], [0.3, -1.4, 1.6], [-0.3, -3.3, 0.2], [5.0, 2.4, 0.7], [-0.2, -3.8, -1.4], [-4.8, 6.0, -0.4], [-4.5, -0.5, -2.6], [2.7, -4.2, 3.1], [-0.2, 6.2, 3.6], [-1.0, 0.2, -0.5], [-3.0, -1.5, -0.3], [7.1, 2.5, -2.4], [0.5, -3.3, -1.3], [-0.1, 1.4, -9.3], [-2.4, 1.1, -2.4], [-1.3, -1.1, -0.4], [0.7, 2.0, 0.1], [0.6, 6.6, -3.0], [-0.7, 1.7, 0.8], [-3.2, -0.4, 0.6], [2.0, -0.6, 0.1], [-2.0, 0.9, 0.2], [-2.0, 1.2, -0.3], [-1.4, -0.2, 0.5], [2.5, 2.9, -2.3], [-0.5, -1.0, 0.9], [0.5, 0.7, 1.8], [-1.3, 0.6, -0.2], [0.6, -0.4, -0.1], [1.3, -1.4, -0.4], [0.0, 1.0, 0.0], [-0.3, -0.7, 0.6], [0.0, 0.6, -0.3], [1.6, 0.1, -0.2], [0.2, -1.0, 0.7], [0.9, 0.5, -0.2], [0.3, 0.4, 0.1], [-0.1, -1.5, 0.5], [1.5, 0.2, 1.1], [-1.1, 0.3, -0.3], [-0.8, 0.6, -1.0], [0.2, -0.5, -0.2], [0.2, 0.4, -1.1], [-0.1, -0.3, 0.5], [1.0, -0.4, -1.9], [-0.1, -0.2, -0.2], [0.7, 0.6, 0.1], [-0.7, 0.2, -0.5], [-1.8, -2.0, 1.8], [-1.7, 1.0, -0.1], [0.1, -0.7, 0.0], [-0.6, 0.5, -0.1], [0.6, 0.9, 0.0], [0.5, 0.1, 0.1], [0.1, 0.7, -0.4], [0.5, 0.5, 0.0], [0.7, -0.6, -1.9], [0.4, 1.1, 0.7], [-0.2, 1.0, -0.7], [-0.2, 0.6, -0.8], [0.0, -0.6, -0.6], [-0.3, 0.4, -0.9], [-1.9, -0.7, 0.0], [0.3, -0.1, 0.4], [-0.5, -0.8, 0.1], [-0.1, -0.9, 0.8], [1.0, 0.0, 0.9], [0.8, 0.2, 0.0], [0.3, -1.0, -0.7], [1.4, -0.8, -0.4], [1.7, 0.1, 1.1], [-0.7, 0.2, 0.7], [-0.2, 0.1, 0.8], [0.2, -0.2, -0.4], [-0.3, 0.1, 0.2], [-0.2, -0.6, -1.2], [0.5, 0.8, -0.1], [-0.1, -0.9, -0.6], [1.6, -0.8, 1.8], [1.1, 0.0, 0.6], [-0.8, 0.7, -0.2], [-0.2, -0.1, 0.0], [-0.2, -0.7, 0.5], [0.9, 0.0, 0.3], [0.5, 0.2, -0.2], [0.5, 1.1, 0.3], [0.6, -0.4, -1.9], [0.1, 0.0, -0.5], [0.1, 0.5, -0.3], [-0.4, -1.2, 0.5], [-0.4, -0.6, 1.1], [-0.4, 0.0, -1.2]]
}